1.
C27H30BBrClF4NO5STi | wB97M-V/def2-TZVPD

Calculated values
Total charge   0
Max |F|   3.89 eV/A
HOMO-LUMO gap   0.2707 Eh

```
72
Properties=species:S:1:pos:R:3:lowdin_charge:R:1
Ti -1.103 0.357 0.514 1.207
C 1.844 -5.848 -1.715 -0.049
C 2.030 -4.532 -0.946 -0.550
C 1.267 -4.636 0.380 -0.048
C 3.524 -4.318 -0.652 -0.033
C 1.578 -3.325 -1.753 -0.157
C 1.861 -3.232 -3.124 -0.017
C 1.526 -2.126 -3.881 -0.062
C 0.870 -1.073 -3.260 -0.426
S 0.200 0.405 -3.898 1.153
C -0.350 0.830 -2.296 -0.527
N -0.025 -0.036 -1.377 -0.007
C 0.623 -1.127 -1.877 -0.278
C 0.981 -2.244 -1.131 0.058
C -1.206 1.946 -1.952 -0.231
C -1.646 2.862 -2.910 -0.023
C -2.610 3.793 -2.577 -0.056
C -3.132 3.808 -1.293 -0.052
C -2.678 2.905 -0.337 -0.097
C -1.696 1.960 -0.625 -0.148
H 2.029 -6.684 -1.043 0.083
H 2.538 -5.938 -2.546 0.073
H 0.831 -5.941 -2.098 0.092
H 1.554 -5.544 0.904 0.086
H 0.194 -4.673 0.207 0.096
H 1.491 -3.799 1.035 0.077
H 3.898 -5.104 0.000 0.087
H 3.684 -3.357 -0.166 0.090
H 4.098 -4.328 -1.577 0.084
H 2.347 -4.057 -3.617 0.110
H 1.763 -2.092 -4.933 0.111
H 0.763 -2.235 -0.078 0.094
H -1.257 2.808 -3.919 0.102
H -2.967 4.494 -3.318 0.109
H -3.915 4.509 -1.040 0.110
H -3.142 2.900 0.644 0.108
C 2.600 2.146 -1.291 -0.052
C 2.527 3.042 -0.064 -0.269
O 1.175 3.370 0.196 -0.185
C 0.993 4.022 1.442 -0.265
C -0.304 4.819 1.399 -0.058
H 3.620 2.110 -1.657 0.080
H 1.959 2.554 -2.068 0.073
H 2.272 1.138 -1.040 0.060
H 3.101 3.966 -0.245 0.122
H 2.966 2.525 0.802 0.124
H 1.837 4.704 1.636 0.121
H 0.968 3.264 2.242 0.117
H -0.274 5.515 0.564 0.082
H -0.429 5.379 2.324 0.080
H -1.144 4.144 1.251 0.033
Br -3.564 0.262 6.762 0.729
C -2.904 0.392 4.980 -0.672
C -2.866 -0.734 4.180 -0.109
C -2.397 -0.612 2.883 -0.101
C -1.955 0.608 2.347 -0.228
C -1.985 1.710 3.209 -0.078
C -2.458 1.613 4.510 -0.118
H -3.187 -1.696 4.552 0.106
H -2.355 -1.525 2.292 0.102
H -1.601 2.670 2.877 0.092
H -2.460 2.473 5.163 0.102
O -3.923 -2.140 -0.567 -0.210
Cl -3.081 -1.032 -0.659 0.684
O -2.781 -0.685 -1.989 -0.230
O -1.821 -1.352 0.008 -0.391
O -3.592 0.088 0.044 -0.275
F 2.403 -0.261 1.763 0.241
B 1.133 -0.058 2.117 -1.238
F 0.312 -1.158 1.852 0.138
F 0.915 0.461 3.329 0.242
F 0.533 0.948 1.111 -0.020
```

---

2.
C4H12IO2 | wB97M-V/def2-TZVPD

Calculated values
Total charge   -1
Max |F|   1.06 eV/A
HOMO-LUMO gap   0.2801 Eh

```
19
Properties=species:S:1:pos:R:3:lowdin_charge:R:1
I 2.308 2.693 -1.907 -0.425
C -1.506 -0.925 -1.153 -0.104
C -0.111 -1.100 -1.722 -0.333
O 0.121 -0.191 -2.788 -0.131
H -1.759 -1.796 -0.525 0.064
H -2.271 -0.955 -1.931 0.065
H -1.603 -0.017 -0.564 0.054
H 0.022 -2.112 -2.117 0.100
H 0.649 -0.970 -0.946 0.093
H 0.587 0.590 -2.442 -0.068
C -0.119 -0.012 2.485 -0.097
C 0.855 0.688 1.543 -0.342
O 0.084 1.460 0.625 -0.164
H -0.895 -0.575 1.975 0.058
H -0.544 0.719 3.173 0.065
H 0.436 -0.715 3.123 0.066
H 1.510 -0.041 1.052 0.095
H 1.509 1.366 2.104 0.105
H 0.727 1.891 0.016 -0.102
```

---

3.
C6H12NO4P | wB97M-V/def2-TZVPD

Calculated values
Total charge   0
Max |F|   3.98 eV/A
SMILES   CN1CC[C@H]2C[C@@H]1O[P@](=O)(O)O2
HOMO-LUMO gap   0.3711 Eh

```
24
Properties=species:S:1:pos:R:3:lowdin_charge:R:1
C 1.487 -1.977 -0.031 -0.113
N 0.944 -0.659 -0.118 -0.146
C 0.639 -0.072 1.240 -0.140
C 0.173 1.447 1.168 -0.082
C -0.812 1.689 -0.072 -0.357
C -0.409 0.975 -1.328 -0.119
C -0.213 -0.477 -1.057 -0.271
O -1.605 -1.068 -0.848 -0.121
P -2.535 -0.303 0.121 0.359
O -2.775 -1.003 1.381 -0.245
O -3.823 -0.048 -0.803 -0.106
O -2.080 1.274 0.366 -0.148
H 2.403 -1.903 0.632 0.102
H 0.829 -2.752 0.502 0.110
H 1.690 -2.377 -1.029 0.083
H 1.443 -0.227 1.866 0.078
H -0.269 -0.545 1.795 0.135
H -0.335 1.564 2.120 0.104
H 1.005 2.194 1.208 0.114
H -0.878 2.860 -0.252 0.179
H 0.615 1.370 -1.732 0.169
H -1.161 1.090 -2.175 0.153
H -0.039 -1.065 -1.980 0.158
H -4.696 -0.201 -0.383 0.106
```

---

4.
C2H2BrN3 | wB97M-V/def2-TZVPD

Calculated values
Total charge   0
Max |F|   3.05 eV/A
HOMO-LUMO gap (alpha / beta)   0.3161 / 0.3103 Eh

```
8
Properties=species:S:1:pos:R:3:lowdin_charge:R:1
C -1.269 -1.584 -0.065 -0.285
C 0.723 -0.179 -0.225 -0.669
N -2.402 -1.782 -0.042 0.186
N -0.744 1.881 0.274 0.059
N 0.046 -1.314 -0.097 -0.102
Br 2.487 -0.364 -0.073 0.804
H -0.593 1.719 -0.729 -0.131
H 0.522 -2.234 -0.027 0.137
```

---

5.
C2H9N2O | wB97M-V/def2-TZVPD

Calculated values
Total charge   +1
Max |F|   3.92 eV/A
HOMO-LUMO gap   0.3430 Eh

```
14
Properties=species:S:1:pos:R:3:lowdin_charge:R:1
C -0.563 0.242 0.269 -0.148
C 0.469 1.071 0.272 -0.191
N 1.321 1.210 1.342 0.100
N -1.474 -0.273 -0.787 0.149
H -0.973 -0.109 1.261 0.146
H 0.652 1.698 -0.583 0.131
H 1.827 2.063 1.321 0.095
H 1.442 0.526 2.063 0.108
H -0.927 -0.826 -1.488 0.135
H -2.040 0.462 -1.229 0.174
H -2.180 -0.862 -0.369 0.159
H 0.094 -2.646 -0.695 0.114
H 1.190 -1.565 -0.526 0.091
O 0.290 -1.696 -0.841 -0.062
```

---

6.
C40H35Cl2N4O4PPtS3 | wB97M-V/def2-TZVPD

Calculated values
Total charge   +2
Max |F|   1.20 eV/A
HOMO-LUMO gap   0.1916 Eh

```
90
Properties=species:S:1:pos:R:3:lowdin_charge:R:1
Pt -0.374 0.242 -0.326 1.289
O 2.666 -0.416 1.036 0.141
C 1.881 0.466 1.195 -0.528
O 1.308 1.190 0.156 -0.295
C 1.465 0.959 2.540 -0.153
C 2.339 0.823 3.605 0.016
C 2.058 1.436 4.819 -0.023
C 0.934 2.239 4.948 -0.033
C 0.040 2.358 3.894 -0.073
C 0.280 1.681 2.701 -0.281
P -0.997 1.725 1.435 1.069
C -2.584 1.211 2.110 -0.346
C -3.613 1.026 1.180 -0.119
C -4.863 0.600 1.591 -0.054
C -5.093 0.331 2.936 -0.044
C -4.068 0.482 3.857 -0.040
C -2.811 0.912 3.449 -0.060
C -1.133 3.489 1.043 -0.348
C 0.043 4.198 0.768 -0.101
C -0.014 5.558 0.506 -0.052
C -1.241 6.215 0.494 -0.051
C -2.409 5.513 0.748 -0.052
C -2.361 4.153 1.028 -0.077
H 3.244 0.246 3.466 0.136
H 2.736 1.314 5.653 0.123
H 0.751 2.775 5.870 0.121
H -0.828 3.000 3.992 0.123
H -3.428 1.195 0.125 0.081
H -5.658 0.468 0.868 0.116
H -6.067 -0.012 3.260 0.119
H -4.238 0.254 4.902 0.120
H -2.018 0.991 4.176 0.095
H 0.992 3.674 0.774 0.111
H 0.899 6.111 0.324 0.118
H -1.280 7.281 0.310 0.118
H -3.363 6.027 0.744 0.118
H -3.273 3.616 1.259 0.106
Cl -2.454 -6.445 1.760 0.738
C -2.024 -4.782 1.596 -0.645
C -1.485 -4.095 2.706 -0.057
C -1.064 -2.796 2.600 -0.541
Cl -0.365 -1.992 3.964 0.780
C -1.154 -2.098 1.378 -0.314
O -0.647 -0.894 1.312 -0.263
C -1.809 -2.756 0.318 -0.140
C -2.130 -2.067 -0.852 -0.160
O -1.978 -0.833 -1.092 -0.214
C -2.199 -4.123 0.425 -0.025
H -1.394 -4.604 3.657 0.125
H -2.581 -2.655 -1.656 0.160
H -2.642 -4.627 -0.426 0.131
C -2.024 3.272 -3.183 -0.028
C -1.924 2.257 -2.022 -0.122
N -0.610 1.576 -2.079 -0.217
C -0.568 0.702 -3.296 -0.162
C -0.998 1.509 -4.530 -0.034
N -0.931 2.961 -4.165 -0.066
C 0.417 3.266 -3.557 -0.024
C 0.470 2.592 -2.179 -0.128
H -1.878 4.294 -2.839 0.143
H -2.978 3.208 -3.699 0.146
H -2.705 1.500 -2.072 0.127
H -2.010 2.786 -1.077 0.084
H -1.225 -0.146 -3.146 0.100
H 0.444 0.336 -3.402 0.066
H -2.018 1.292 -4.844 0.144
H -0.333 1.336 -5.374 0.150
H -1.059 3.526 -5.003 0.198
H 0.526 4.345 -3.481 0.146
H 1.182 2.881 -4.232 0.139
H 0.321 3.317 -1.385 0.099
H 1.425 2.105 -2.021 0.079
S 6.356 -0.349 -2.901 0.663
C 4.748 -0.374 -2.602 -1.104
S 3.877 -1.624 -1.771 1.052
C 2.388 -0.783 -2.019 -1.035
N 2.524 0.340 -2.651 -0.001
N 3.824 0.582 -2.953 -0.159
C 4.130 1.806 -3.637 -0.259
C 4.478 1.773 -4.976 -0.023
C 4.881 2.949 -5.594 -0.055
C 4.938 4.134 -4.868 -0.067
C 4.544 4.159 -3.536 -0.072
C 4.136 2.988 -2.912 -0.030
S 0.850 -1.468 -1.597 0.703
H 4.444 0.838 -5.521 0.125
H 5.168 2.935 -6.638 0.115
H 5.303 5.037 -5.341 0.112
H 4.578 5.085 -2.975 0.108
H 3.855 2.975 -1.864 0.119
```

---

7.
C3H11NO3 | wB97M-V/def2-TZVPD

Calculated values
Total charge   0
Max |F|   1.44 eV/A
SMILES   C=CN=C.O.O.O
HOMO-LUMO gap   0.3491 Eh

```
18
Properties=species:S:1:pos:R:3:lowdin_charge:R:1
C -1.641 1.280 0.610 0.011
C -0.557 1.976 0.983 -0.242
N 0.769 1.501 1.209 -0.030
C 0.955 0.436 1.867 -0.035
H -1.917 0.328 1.039 0.048
H -2.349 1.825 -0.004 0.052
H -0.578 3.042 1.196 0.097
H 1.970 0.125 2.086 0.073
H 0.156 -0.215 2.218 0.080
O 1.699 0.463 -1.546 -0.056
H 1.129 1.005 -0.979 0.019
H 2.196 -0.020 -0.876 0.045
O -1.138 -2.006 0.303 -0.085
H -1.391 -1.544 -0.507 0.018
H -0.802 -2.814 -0.108 0.029
O 0.315 -2.029 -2.224 -0.066
H 0.267 -2.069 -3.185 0.043
H 0.917 -1.282 -2.080 -0.001
```

---

8.
C6H11N | wB97M-V/def2-TZVPD

Calculated values
Total charge   0
Max |F|   9.66 eV/A
HOMO-LUMO gap   0.3721 Eh

```
18
Properties=species:S:1:pos:R:3:lowdin_charge:R:1
C -2.187 -0.226 0.165 -0.055
C -0.647 -0.299 -0.481 -0.511
C 0.076 1.025 -0.473 -0.181
C 1.392 0.533 -0.079 -0.406
C 1.004 -0.078 1.105 -0.118
C 1.506 -0.799 -0.682 -0.118
H -2.815 0.636 -0.531 0.127
H -2.861 -1.196 -0.058 0.082
H -2.305 -0.181 1.281 0.045
H -0.843 -0.594 -1.454 0.106
H -0.061 1.747 -1.410 0.152
H -0.378 1.625 0.476 0.145
H 2.094 1.398 0.274 0.187
H 1.679 -0.400 1.841 0.087
H 0.033 0.142 1.864 0.171
H 1.628 -0.946 -1.755 0.116
H 2.481 -1.227 -0.136 0.160
N 0.204 -1.162 0.052 0.013
```

---

9.
FNO4S | wB97M-V/def2-TZVPD

Calculated values
Total charge   0
Max |F|   2.46 eV/A
SMILES   O=NOS(=O)(=O)F
HOMO-LUMO gap   0.3988 Eh

```
7
Properties=species:S:1:pos:R:3:lowdin_charge:R:1
O 1.632 -0.596 0.017 0.035
N 1.646 0.576 -0.070 -0.022
O 0.407 1.102 -0.279 -0.150
S -0.768 -0.004 0.103 0.645
O -0.466 -0.537 1.365 -0.198
O -1.922 0.691 -0.247 -0.181
F -0.530 -1.233 -0.890 -0.129
```

---

10.
C24H43BCl2N2O7Si | wB97M-V/def2-TZVPD

Calculated values
Total charge   0
Max |F|   0.96 eV/A
HOMO-LUMO gap   0.1909 Eh

```
80
Properties=species:S:1:pos:R:3:lowdin_charge:R:1
C 3.599 6.995 3.690 0.015
C 4.055 6.192 2.503 -0.507
O 5.169 5.805 2.345 0.153
O 3.110 5.843 1.566 -0.006
C 1.863 6.519 1.524 -0.201
C 1.053 5.843 0.409 -0.147
C -0.427 5.674 0.689 -0.689
Cl -1.123 7.319 0.972 0.770
N -0.643 4.847 1.960 0.096
C -1.654 3.757 1.618 -0.052
C -1.262 3.501 0.173 -0.257
C -2.046 2.448 -0.635 -0.131
C -3.148 1.719 0.135 -0.187
C -2.638 0.830 1.292 -0.224
C -2.957 -0.649 1.115 -0.204
C -2.354 -1.265 -0.162 -0.212
C -1.590 -2.554 0.140 -0.219
C -1.080 -3.280 -1.114 -0.246
C -0.973 -4.805 -0.908 -0.235
Si 0.745 -5.557 -0.749 0.583
C 0.482 -7.398 -0.689 -0.166
C 1.537 -5.010 0.870 -0.154
C 1.866 -5.060 -2.195 -0.229
C 2.299 -3.737 -2.381 -0.114
C 3.109 -3.366 -3.451 -0.104
C 3.523 -4.323 -4.371 -0.106
C 3.131 -5.645 -4.196 -0.095
C 2.315 -6.005 -3.126 -0.092
C -1.260 4.934 -0.368 -0.177
B -0.830 5.149 -1.900 -0.577
N 0.210 4.328 -2.478 0.199
O -1.579 6.033 -2.652 0.149
H 2.873 6.437 4.285 0.093
H 3.141 7.943 3.404 0.089
H 4.474 7.194 4.303 0.098
H 2.010 7.571 1.284 0.136
H 1.350 6.446 2.488 0.109
H 1.498 4.866 0.197 0.143
H 1.139 6.440 -0.500 0.132
H -0.856 5.396 2.791 0.167
H 0.235 4.349 2.121 0.178
H -2.650 4.179 1.744 0.150
H -1.516 2.940 2.319 0.128
H -0.212 3.175 0.191 0.154
H -2.509 2.958 -1.487 0.122
H -1.348 1.732 -1.068 0.119
H -3.663 1.077 -0.583 0.116
H -3.904 2.436 0.468 0.112
H -3.092 1.172 2.230 0.106
H -1.557 0.960 1.417 0.108
H -4.036 -0.804 1.169 0.118
H -2.538 -1.178 1.977 0.112
H -1.689 -0.544 -0.649 0.102
H -3.156 -1.505 -0.864 0.113
H -2.244 -3.218 0.707 0.119
H -0.736 -2.284 0.773 0.112
H -1.767 -3.058 -1.937 0.102
H -0.125 -2.833 -1.401 0.075
H -1.493 -5.333 -1.711 0.081
H -1.473 -5.070 0.028 0.066
H 1.172 -7.854 0.018 0.039
H -0.536 -7.551 -0.333 0.022
H 0.586 -7.911 -1.648 0.022
H 1.340 -5.786 1.612 0.029
H 1.096 -4.074 1.222 0.016
H 2.614 -4.875 0.758 0.025
H 2.018 -2.966 -1.671 0.087
H 3.408 -2.330 -3.556 0.092
H 4.147 -4.055 -5.214 0.094
H 3.466 -6.400 -4.896 0.097
H 2.035 -7.046 -3.025 0.085
H -2.264 5.355 -0.254 0.134
H 0.050 4.222 -3.476 0.094
H 1.160 4.658 -2.357 0.085
H -1.417 6.961 -2.459 0.110
O -0.437 -9.043 1.954 -0.383
Cl -1.509 -8.181 2.396 0.624
O -2.740 -8.558 1.740 -0.381
O -1.187 -6.805 2.043 -0.410
O -1.660 -8.285 3.826 -0.377
```

---

11.
C4H6NO2 | wB97M-V/def2-TZVPD

Calculated values
Total charge   -1
Max |F|   2.37 eV/A
HOMO-LUMO gap   0.3074 Eh

```
13
Properties=species:S:1:pos:R:3:lowdin_charge:R:1
C 1.557 0.179 0.190 -0.278
C 1.230 0.778 -0.969 0.001
C 1.014 -1.967 0.668 -0.052
N 1.950 -1.178 0.239 -0.045
H 1.093 0.485 1.102 0.072
H 1.824 0.591 -1.887 0.048
H 0.462 1.526 -1.097 0.026
H 1.070 -3.027 0.471 0.046
H 0.120 -1.527 1.115 0.048
O -1.339 0.154 0.891 -0.161
C -2.106 0.696 0.045 -0.609
O -1.814 1.266 -1.059 -0.168
H -3.168 0.723 0.358 0.074
```

---

12.
C5H9NO2 | wB97M-V/def2-TZVPD

Calculated values
Total charge   0
Max |F|   4.32 eV/A
SMILES   CC(=O)C[C@@]1(C)NO1
HOMO-LUMO gap   0.3901 Eh

```
17
Properties=species:S:1:pos:R:3:lowdin_charge:R:1
C -0.156 -2.140 -1.273 -0.016
C 0.125 -1.466 0.017 -0.443
O -0.380 -1.804 1.069 0.081
C 1.011 -0.182 -0.070 -0.041
C 0.380 1.046 0.489 -0.616
C -1.164 1.303 0.257 0.030
N 0.838 1.547 1.662 0.078
O 1.193 2.166 0.433 0.000
H 0.723 -2.002 -1.960 0.102
H -0.599 -3.152 -1.327 0.105
H -0.814 -1.423 -1.618 0.056
H 2.025 -0.215 0.512 0.167
H 1.286 0.023 -1.196 0.153
H -1.290 2.359 0.488 0.084
H -1.700 0.823 1.018 0.061
H -1.573 1.053 -0.690 0.067
H 0.096 2.063 2.189 0.131
```